1.
{"formula": "C23H36BrF9NO8S", "method": "ωB97M-V with the def2-TZVPD basis set", "lumo_energy_ha": -0.1986, "charge": 1, "gap_ev": 4.87, "e_homo_ev": -10.27, "elements": ["C", "C", "O", "C", "C", "O", "C", "C", "O", "C", "C", "N", "C", "C", "C", "C", "C", "F", "F", "C", "F", "F", "S", "F", "F", "F", "F", "F", "C", "C", "O", "O", "C", "Br", "H", "H", "H", "H", "H", "H", "H", "H", "H", "H", "H", "H", "H", "H", "H", "H", "H", "H", "H", "H", "H", "H", "C", "O", "C", "C", "O", "C", "C", "O", "C", "H", "H", "H", "H", "H", "H", "H", "H", "H", "H", "H", "H", "H", "H"], "positions_angstrom": [[0.126, 2.708, 3.321], [0.419, 2.209, 1.780], [-0.456, 2.983, 0.870], [-1.874, 2.625, 1.052], [-2.739, 3.822, 1.776], [-1.940, 4.970, 2.233], [-2.053, 6.127, 1.332], [-0.828, 6.218, 0.206], [0.515, 6.050, 0.783], [1.560, 6.634, -0.121], [2.039, 5.440, -1.151], [1.083, 5.080, -2.281], [1.327, 3.974, -3.308], [2.684, 3.051, -3.275], [2.995, 1.793, -4.332], [2.309, 0.383, -3.857], [0.701, 0.246, -4.178], [0.367, 1.444, -5.040], [0.519, -0.925, -5.062], [-0.285, 0.345, -2.889], [-1.539, 1.043, -3.362], [0.351, 1.303, -1.910], [-0.639, -1.220, -1.956], [0.166, -0.556, -0.553], [-2.091, -0.449, -1.356], [-1.514, -1.958, -3.227], [0.843, -1.974, -2.349], [-1.011, -2.591, -0.987], [3.793, 3.436, -2.086], [5.243, 2.679, -1.893], [6.245, 2.968, -2.765], [5.526, 1.743, -0.795], [3.475, 4.658, -0.989], [4.842, 5.075, 0.429], [-0.942, 2.311, 3.670], [0.898, 2.224, 4.088], [0.203, 3.886, 3.406], [1.549, 2.453, 1.501], [0.278, 1.052, 1.641], [-2.339, 2.303, 0.012], [-1.887, 1.633, 1.715], [-3.212, 3.333, 2.757], [-3.641, 4.091, 1.079], [-3.062, 6.165, 0.717], [-2.023, 7.134, 1.970], [-0.943, 7.204, -0.417], [-1.017, 5.315, -0.532], [2.492, 6.836, 0.597], [1.200, 7.608, -0.664], [0.179, 5.614, -2.339], [0.490, 3.827, -4.117], [4.175, 1.629, -4.245], [2.807, 2.086, -5.454], [2.892, -0.482, -4.438], [2.530, 0.189, -2.706], [5.953, 2.325, -0.071], [-0.298, -4.215, 2.312], [-1.358, -5.113, 2.025], [-1.424, -5.469, 0.645], [-1.817, -6.941, 0.484], [-0.770, -7.866, 0.811], [-0.429, -7.977, 2.199], [-1.518, -8.623, 3.063], [-2.578, -7.700, 3.304], [-3.852, -8.323, 3.369], [-0.513, -3.228, 1.897], [-0.204, -4.132, 3.398], [0.652, -4.593, 1.922], [-0.464, -5.292, 0.141], [-2.185, -4.834, 0.182], [-2.034, -7.112, -0.576], [-2.730, -7.177, 1.024], [-0.110, -7.015, 2.601], [0.452, -8.629, 2.230], [-1.101, -8.899, 4.034], [-1.884, -9.525, 2.562], [-4.020, -8.962, 2.494], [-4.614, -7.539, 3.365], [-3.939, -8.906, 4.290]]}



2.
{"formula": "C23H36ClIN5O4Ru", "method": "ωB97M-V with the def2-TZVPD basis set", "s2": 8.790, "e_above_lowest_kcal_mol": 0.0, "lumo_energy_ha": [-0.2028, -0.2787], "multiplicity": 6, "charge": 2, "gap_ev": [7.46, 5.94], "e_homo_ev": [-12.97, -13.53], "elements": ["Ru", "C", "N", "C", "C", "O", "C", "O", "C", "C", "O", "N", "C", "C", "H", "H", "H", "H", "H", "H", "H", "H", "H", "H", "H", "H", "H", "H", "H", "H", "Cl", "C", "C", "C", "I", "C", "O", "C", "N", "C", "C", "C", "C", "H", "H", "H", "H", "C", "N", "C", "C", "C", "N", "C", "C", "H", "H", "H", "H", "H", "H", "H", "H", "H", "H", "H", "H", "H", "H", "H", "H"], "positions_angstrom": [[-0.219, 0.386, 0.400], [-0.097, -4.778, -1.584], [0.465, -3.824, -0.628], [1.740, -4.176, -0.008], [-0.136, -2.679, -0.326], [0.317, -1.870, 0.499], [-1.454, -2.387, -1.036], [-1.846, -1.074, -0.702], [-3.228, -0.815, -0.619], [-3.409, 0.273, 0.435], [-2.398, 0.739, 1.005], [-4.631, 0.683, 0.727], [-4.832, 1.703, 1.756], [-5.841, 0.183, 0.079], [0.432, -5.720, -1.472], [0.027, -4.435, -2.612], [-1.151, -4.969, -1.388], [1.613, -5.044, 0.640], [2.098, -3.337, 0.579], [2.464, -4.419, -0.785], [-2.205, -3.111, -0.704], [-1.337, -2.486, -2.120], [-3.782, -1.712, -0.327], [-3.608, -0.471, -1.586], [-4.032, 1.653, 2.487], [-5.783, 1.513, 2.248], [-4.857, 2.697, 1.310], [-5.611, -0.387, -0.815], [-6.461, 1.029, -0.212], [-6.405, -0.445, 0.769], [5.235, -0.653, -4.652], [3.795, -0.408, -3.782], [2.588, -0.465, -4.465], [1.397, -0.260, -3.800], [-0.399, -0.369, -4.808], [1.366, 0.035, -2.391], [0.297, 0.270, -1.800], [2.649, 0.045, -1.672], [2.592, 0.270, -0.349], [3.739, 0.320, 0.307], [4.990, 0.143, -0.292], [5.049, -0.103, -1.640], [3.850, -0.158, -2.368], [2.597, -0.670, -5.527], [3.690, 0.517, 1.371], [5.887, 0.201, 0.307], [5.997, -0.249, -2.139], [1.373, 3.210, -0.316], [0.171, 2.750, 0.396], [-1.003, 3.382, -0.229], [0.252, 3.115, 1.824], [1.058, 2.100, 2.617], [0.416, 0.771, 2.620], [1.359, -0.258, 3.087], [-0.747, 0.761, 3.527], [1.418, 4.304, -0.321], [1.344, 2.855, -1.345], [2.271, 2.825, 0.160], [-0.939, 4.474, -0.171], [-1.909, 3.050, 0.275], [-1.050, 3.093, -1.279], [-0.765, 3.170, 2.213], [0.693, 4.111, 1.944], [1.203, 2.457, 3.643], [2.050, 1.989, 2.173], [1.775, 0.004, 4.066], [2.165, -0.379, 2.369], [0.839, -1.210, 3.166], [-0.423, 0.936, 4.559], [-1.237, -0.209, 3.471], [-1.467, 1.520, 3.242]]}



3.
{"formula": "C23H36FN5O7", "method": "ωB97M-V with the def2-TZVPD basis set", "e_above_lowest_kcal_mol": 0.0, "lumo_energy_ha": -0.0529, "smiles": "N#COC1=CC(=O)c2cc(F)c(N)c(N)c2C1=O.COCCNCCOC.COCCNCCOC", "gap_ev": 7.05, "e_homo_ev": -8.49, "elements": ["N", "C", "O", "C", "C", "C", "O", "C", "C", "C", "F", "C", "N", "C", "N", "C", "C", "O", "H", "H", "H", "H", "H", "H", "C", "O", "C", "C", "N", "C", "C", "O", "C", "H", "H", "H", "H", "H", "H", "H", "H", "H", "H", "H", "H", "H", "H", "H", "C", "O", "C", "C", "N", "C", "C", "O", "C", "H", "H", "H", "H", "H", "H", "H", "H", "H", "H", "H", "H", "H", "H", "H"], "positions_angstrom": [[1.203, -4.837, -1.125], [1.276, -4.438, -2.198], [1.274, -3.876, -3.370], [0.226, -2.938, -3.447], [0.466, -1.654, -3.250], [-0.666, -0.710, -3.345], [-0.476, 0.479, -3.459], [-2.034, -1.279, -3.246], [-3.061, -0.407, -2.933], [-4.332, -0.928, -2.865], [-5.366, -0.126, -2.564], [-4.617, -2.274, -3.075], [-5.964, -2.676, -3.027], [-3.567, -3.163, -3.361], [-3.782, -4.539, -3.511], [-2.265, -2.644, -3.459], [-1.117, -3.515, -3.768], [-1.189, -4.619, -4.249], [1.466, -1.315, -3.021], [-2.867, 0.639, -2.740], [-6.070, -3.668, -2.880], [-6.482, -2.201, -2.300], [-4.670, -4.864, -3.169], [-3.579, -4.898, -4.431], [-0.604, 3.783, 3.592], [-0.420, 4.772, 2.600], [0.878, 4.790, 2.019], [0.841, 4.332, 0.577], [0.537, 2.911, 0.484], [0.274, 2.424, -0.869], [-0.927, 2.967, -1.628], [-2.181, 2.571, -1.093], [-2.680, 3.370, -0.037], [-1.564, 3.976, 4.068], [-0.624, 2.772, 3.168], [0.180, 3.832, 4.353], [1.573, 4.179, 2.603], [1.233, 5.824, 2.048], [1.820, 4.516, 0.123], [0.106, 4.955, 0.050], [-0.269, 2.712, 1.062], [0.146, 1.341, -0.792], [1.170, 2.591, -1.476], [-0.886, 2.540, -2.625], [-0.890, 4.057, -1.754], [-2.371, 4.413, -0.140], [-2.364, 2.994, 0.940], [-3.769, 3.324, -0.074], [3.184, -2.906, 4.569], [2.003, -2.449, 3.942], [1.629, -1.120, 4.278], [1.793, -0.187, 3.098], [3.198, 0.030, 2.780], [3.428, 0.742, 1.526], [2.975, 0.083, 0.231], [3.708, -1.072, -0.140], [3.334, -2.291, 0.484], [3.268, -3.971, 4.362], [4.078, -2.405, 4.182], [3.140, -2.762, 5.653], [2.198, -0.761, 5.141], [0.572, -1.143, 4.559], [1.337, 0.778, 3.343], [1.231, -0.617, 2.258], [3.670, -0.865, 2.739], [4.504, 0.920, 1.445], [2.944, 1.721, 1.593], [3.145, 0.805, -0.572], [1.899, -0.134, 0.227], [2.272, -2.320, 0.739], [3.931, -2.479, 1.381], [3.539, -3.093, -0.225]]}